Entry 1:
{
  "formula": "C4H5NO",
  "method": "ωB97M-V/def2-TZVPD",
  "symbols": ["O", "C", "C", "C", "C", "N", "H", "H", "H", "H", "H"],
  "positions_angstrom": [[-1.00507, 1.19717, -1.18673], [-0.52498, 0.57659, -0.03947], [0.92535, 0.75707, 0.34654], [1.60690, -0.38172, 0.68463], [0.54381, -1.35453, 0.45441], [-0.58330, -0.89819, -0.05924], [-0.26679, 1.30416, -1.80115], [1.32097, 1.77415, 0.36330], [-1.18357, 0.87776, 0.78429], [0.59097, -2.42066, 0.68912], [-1.42429, -1.43181, -0.23568]],
  "forces_ev_per_angstrom": [[0.23, -0.02, -0.17], [0.09, -0.14, 0.25], [0.14, 0.15, 0.13], [-0.47, 0.18, -0.20], [-0.16, -0.18, -0.07], [0.18, -0.04, 0.12], [-0.11, -0.06, 0.02], [-0.06, -0.17, 0.00], [0.04, 0.02, -0.03], [0.02, 0.18, -0.12], [0.12, 0.08, 0.07]],
  "nbo_charge": [-0.685, 0.167, -0.255, -0.387, 0.189, -0.529, 0.482, 0.205, 0.200, 0.197, 0.416],
  "multiplicity": 1,
  "e_above_lowest_kj_mol": 338.6,
  "homo_energy_ha": -0.281,
  "smiles": "O[C@@H]1C=C=CN1"
}

Entry 2:
{
  "formula": "C22H24O4",
  "method": "ωB97M-V/def2-TZVPD",
  "symbols": ["O", "O", "O", "O", "C", "C", "C", "C", "C", "C", "C", "C", "C", "C", "C", "C", "C", "C", "C", "C", "C", "C", "C", "C", "C", "C", "H", "H", "H", "H", "H", "H", "H", "H", "H", "H", "H", "H", "H", "H", "H", "H", "H", "H", "H", "H", "H", "H", "H", "H"],
  "positions_angstrom": [[2.02344, -1.95129, 1.55050], [-2.52218, -0.25131, 5.65621], [-3.28919, 0.83360, 3.80726], [3.49707, 2.19242, 0.12442], [1.83074, -1.06983, 0.73672], [-1.78162, -1.94012, -1.53662], [3.96591, 2.73140, -3.25888], [-0.68044, -2.69906, -1.67535], [1.11650, -1.31938, -0.49872], [3.02315, 1.74825, -2.98922], [0.93128, -0.20871, -1.32789], [-0.12184, -0.32294, 4.74939], [0.76890, 0.13124, 3.70896], [-1.24044, 1.10521, 2.57451], [-1.50907, -0.11148, 4.72126], [-1.97691, 0.60994, 3.60031], [0.15018, 0.80257, 2.55300], [-3.64990, 0.13201, 5.01861], [0.57757, -2.67575, -0.81234], [2.23147, 0.36239, 1.09009], [1.70121, 2.13892, -2.28736], [0.31377, 3.29273, 0.11817], [2.74840, 1.02497, -0.13902], [1.10275, 1.33503, 1.46688], [1.45480, 1.28050, -0.96635], [0.46555, 1.76921, 0.09535], [3.36575, 2.84829, -0.67128], [-2.61528, -2.17470, -2.21740], [-1.80907, -1.27419, -0.78942], [4.95348, 2.49992, -3.77882], [3.84285, 3.80415, -2.94156], [-0.75821, -3.59771, -2.30510], [3.10632, 0.78709, -3.41858], [0.40797, -0.29904, -2.27500], [0.35198, -0.91465, 5.51112], [1.74480, -0.22371, 3.70926], [-1.76909, 1.66885, 1.79307], [-4.12440, 0.93578, 5.65779], [-4.27235, -0.73666, 4.76439], [0.27397, -3.13954, 0.14740], [1.41476, -3.25833, -1.24399], [3.04874, 0.38726, 1.83487], [1.92652, 3.27548, -2.10890], [0.87831, 2.11206, -2.99641], [-0.16090, 3.46658, 1.12742], [-0.33694, 3.60679, -0.72602], [1.28776, 3.79016, 0.08010], [3.44417, 0.40130, -0.70546], [1.61049, 2.19154, 1.86338], [-0.48390, 1.36158, 0.06809]],
  "forces_ev_per_angstrom": [[0.19, -0.31, -0.08], [2.86, -1.01, 0.24], [-1.16, 0.06, -0.23], [-0.72, 2.55, -1.38], [0.00, 0.22, 1.84], [1.15, -3.58, -3.07], [-0.39, -1.71, 0.20], [-0.44, -0.68, 0.12], [-0.82, 3.39, -2.66], [0.71, 3.74, -0.45], [1.34, -0.26, 1.51], [0.27, -0.14, -0.36], [-5.52, 0.81, -1.38], [1.25, -0.28, -0.90], [2.37, 1.19, -1.70], [-0.40, -0.92, 2.19], [1.32, -0.08, 1.73], [-2.11, 2.25, -0.31], [-0.44, -0.14, 0.29], [0.89, 0.35, 0.19], [1.82, 1.11, 0.95], [-0.95, -0.34, 0.66], [0.66, 0.32, -2.37], [-1.15, -1.32, -0.18], [-0.15, -2.33, -1.04], [2.15, 1.88, 1.25], [0.55, -2.06, 2.29], [0.23, 0.43, 0.75], [-0.48, 2.86, 2.31], [-1.59, 0.24, 0.67], [-0.01, -1.28, -0.21], [0.18, 0.65, -0.18], [0.37, -1.08, -0.14], [-0.13, -0.08, 0.14], [-0.09, -0.04, 0.52], [1.60, -0.24, -0.04], [0.47, -0.24, 0.31], [-0.22, -1.27, -0.61], [-0.17, 0.29, 0.06], [0.54, -0.01, -0.36], [-0.65, -0.04, 0.17], [-0.55, -0.49, -0.13], [-1.04, -1.94, 0.26], [-0.26, -0.24, 0.11], [0.27, 0.56, -1.21], [0.38, 0.19, 0.67], [-0.27, 0.02, 0.06], [-0.24, -0.52, -0.10], [0.26, 0.58, 0.29], [-1.91, -1.07, -0.67]],
  "nbo_charge": [-0.542, -0.474, -0.504, -0.733, 0.557, -0.409, -0.407, -0.155, -0.128, -0.183, -0.067, -0.225, -0.230, -0.330, 0.189, 0.327, 0.021, 0.236, -0.491, -0.335, -0.447, -0.608, 0.117, -0.222, -0.081, -0.218, 0.480, 0.208, 0.190, 0.215, 0.193, 0.198, 0.206, 0.214, 0.220, 0.226, 0.226, 0.169, 0.156, 0.254, 0.232, 0.248, 0.210, 0.232, 0.217, 0.209, 0.209, 0.179, 0.238, 0.212],
  "multiplicity": 1,
  "e_above_lowest_kj_mol": 538.0,
  "homo_energy_ha": -0.289,
  "smiles": "C=CCC1=C[C@@]2(CC=C)[C@H](C)[C@@H](c3ccc4c(c3)OCO4)[C@@H](C1=O)[C@@H]2O"
}

Entry 3:
{
  "formula": "C22H28I2N4O5Se2V",
  "method": "ωB97M-V/def2-TZVPD",
  "symbols": ["V", "I", "C", "C", "C", "I", "C", "O", "C", "C", "N", "C", "C", "C", "C", "C", "C", "N", "C", "H", "H", "H", "H", "H", "H", "H", "H", "H", "H", "H", "O", "C", "C", "C", "O", "C", "Se", "C", "Se", "H", "H", "H", "H", "H", "H", "H", "H", "H", "H", "C", "C", "N", "O", "C", "C", "N", "O", "H", "H", "H", "H", "H", "H", "H"],
  "positions_angstrom": [[0.23220, 0.74136, 0.31553], [-4.62957, -1.53787, 5.86753], [-3.05717, -0.78237, 4.70562], [-2.49055, 0.44189, 5.02887], [-1.46075, 0.92500, 4.24528], [-0.61985, 2.78859, 4.66577], [-0.93149, 0.23154, 3.11801], [0.01509, 0.70596, 2.41766], [-1.56228, -1.02032, 2.82579], [-1.03608, -1.85351, 1.68828], [-1.05906, -1.15762, 0.39046], [-2.40953, -0.79701, -0.03880], [-2.71499, 0.66636, 0.16565], [-4.02031, 1.13848, 0.11155], [-4.26732, 2.47544, 0.35393], [-3.19884, 3.30475, 0.66258], [-1.92512, 2.76999, 0.68689], [-1.68056, 1.47749, 0.41537], [-2.59556, -1.50130, 3.61051], [-2.84968, 1.01763, 5.87063], [-1.61954, -2.78129, 1.62575], [0.00363, -2.12781, 1.88052], [-0.69827, -1.81581, -0.31259], [-3.16394, -1.37356, 0.51049], [-2.51287, -1.04575, -1.09812], [-4.82465, 0.44362, -0.09588], [-5.27879, 2.86232, 0.32070], [-3.33923, 4.35221, 0.89194], [-1.05205, 3.36599, 0.93592], [-3.04313, -2.45641, 3.35877], [4.01132, -0.97858, -2.54669], [2.81185, -1.73423, -2.30463], [2.91047, -2.56366, -1.01873], [3.80719, -3.77325, -1.27961], [5.11492, -3.43213, -1.74427], [3.48138, -1.72021, 0.13750], [2.81534, 0.13963, 0.25894], [1.53299, -3.06437, -0.55725], [0.12327, -3.50106, -1.88214], [3.97019, -0.26857, -1.87623], [2.65892, -2.38774, -3.16328], [1.96638, -1.05120, -2.24163], [3.30211, -4.41817, -2.01028], [3.93334, -4.34635, -0.35420], [5.03798, -2.55342, -2.15284], [4.56190, -1.62405, 0.04149], [3.28522, -2.24147, 1.07782], [1.14956, -2.26976, 0.08053], [1.68262, -3.94121, 0.07841], [0.35030, 1.99598, -3.77155], [0.44009, 1.82347, -2.28752], [0.12864, 0.70854, -1.69683], [-0.39994, -0.23187, -2.58996], [0.88380, 2.88107, -1.41593], [1.22273, 4.26599, -1.85799], [0.92035, 2.54491, -0.13579], [1.21092, 3.44673, 0.73296], [-0.50225, 1.45358, -4.17234], [1.24676, 1.58541, -4.24453], [0.27433, 3.05063, -4.03202], [-0.08525, -1.14058, -2.32922], [1.70699, 4.27355, -2.83651], [1.89593, 4.69903, -1.11886], [0.33984, 4.91534, -1.91148]],
  "forces_ev_per_angstrom": [[0.50, -2.27, 1.18], [-0.01, 0.00, 0.01], [-0.01, 0.03, 0.02], [0.03, -0.04, -0.07], [-0.03, 0.03, 0.02], [0.00, 0.00, 0.00], [-0.09, 0.05, -0.08], [0.18, 0.05, 0.19], [-0.03, -0.10, 0.07], [0.00, 0.08, 0.03], [0.05, 0.12, 0.01], [-0.02, 0.00, 0.01], [0.06, -0.07, 0.07], [-0.01, -0.05, 0.06], [-0.02, 0.02, -0.01], [0.04, 0.02, 0.03], [0.03, -0.02, -0.02], [-1.13, 0.47, -0.06], [0.02, 0.04, -0.06], [0.00, 0.00, 0.01], [0.02, -0.02, 0.00], [0.01, 0.05, 0.00], [-0.03, -0.08, -0.02], [-0.02, -0.04, -0.07], [0.05, 0.04, -0.02], [-0.01, 0.01, 0.00], [0.00, 0.00, 0.01], [-0.01, 0.00, 0.00], [-0.01, 0.00, -0.01], [0.00, 0.00, 0.01], [-0.03, -0.10, -0.08], [0.02, 0.04, 0.00], [-0.03, -0.03, 0.00], [0.08, 0.04, -0.01], [-0.03, -0.03, -0.07], [-0.05, 0.01, -0.08], [0.30, -0.02, 0.19], [-0.08, 0.02, -0.03], [0.07, 0.15, 0.05], [0.02, 0.06, 0.04], [0.00, 0.01, 0.00], [0.06, -0.02, 0.01], [0.01, -0.02, 0.00], [0.00, 0.01, 0.02], [0.01, 0.01, 0.05], [0.02, -0.04, -0.01], [-0.02, 0.00, 0.00], [-0.03, -0.02, 0.04], [-0.02, 0.00, 0.01], [-0.02, 0.06, -0.04], [0.09, 0.02, 0.13], [-0.16, 0.13, -1.27], [-0.01, -0.30, -0.01], [-0.04, -0.07, -0.09], [0.12, 0.00, -0.06], [0.34, 1.68, -0.16], [-0.06, -0.08, -0.04], [-0.01, 0.02, 0.00], [0.00, -0.01, 0.01], [0.01, -0.01, -0.01], [-0.16, 0.15, 0.09], [-0.01, 0.00, 0.01], [0.00, 0.00, 0.00], [0.00, 0.00, 0.02]],
  "nbo_charge": [1.023, 0.044, -0.241, -0.269, -0.249, 0.113, 0.425, -0.757, -0.165, -0.226, -0.707, -0.284, 0.324, -0.276, -0.174, -0.261, 0.052, -0.503, -0.167, 0.221, 0.181, 0.228, 0.449, 0.195, 0.246, 0.209, 0.202, 0.212, 0.249, 0.201, -0.794, -0.081, -0.173, -0.048, -0.772, -0.545, -0.376, -0.524, -0.631, 0.496, 0.191, 0.197, 0.165, 0.152, 0.493, 0.211, 0.198, 0.189, 0.193, -0.662, 0.217, -0.257, -0.644, -0.002, -0.651, -0.095, -0.570, 0.238, 0.233, 0.204, 0.507, 0.196, 0.250, 0.195],
  "multiplicity": 4,
  "e_above_lowest_kj_mol": 76.3,
  "homo_energy_ha": [-0.034, -0.062],
  "charge": -2
}